77
Properties=species:S:1:pos:R:3:forces:R:3 method="wB97M-V/def2-TZVPD" charge=-1 lumo_energy_ha=0.039 relative_energy_kcal_mol=34.6
La -0.3654 -0.4929 -0.3034 -2.931 1.251 -1.421
C -3.6150 -2.0148 1.0329 -0.988 -0.232 0.080
N -3.4116 -1.3452 -0.2079 1.135 -1.913 -1.670
C -3.5264 -2.3494 -1.2818 2.094 -1.024 -0.423
C -4.1255 -0.1773 -0.4477 -1.044 2.269 -0.248
C -5.4553 -0.2043 -0.9653 1.767 0.544 0.555
C -6.0802 0.9826 -1.2939 -0.245 0.632 -0.097
C -5.4598 2.2371 -1.0215 0.544 -1.267 0.318
C -4.2552 2.2915 -0.3335 0.109 -2.843 -0.380
C -3.4905 1.0725 -0.1203 -2.672 0.678 0.726
N -2.2956 1.1688 0.5296 1.279 -1.858 -1.411
C -2.0883 1.9220 1.6127 -0.286 1.413 1.508
C -3.0594 2.0980 2.6733 1.432 0.666 -0.292
C -2.7637 2.8138 3.8396 -0.189 -1.206 -1.536
C -1.5263 3.3891 4.0185 0.274 0.348 0.086
C -0.6176 3.3528 2.9851 0.743 -0.633 -2.886
C -0.8442 2.6227 1.7577 -1.682 0.482 2.748
N 0.0966 2.5609 0.7162 -0.235 -0.647 -0.922
C 1.4703 2.5183 1.1467 0.292 0.469 -0.713
C -0.2608 3.4083 -0.4384 -0.701 -0.146 -0.220
H -4.6074 -2.5079 1.0889 0.257 0.105 0.098
H -3.4915 -1.3275 1.8150 -0.110 1.030 1.308
H -2.8334 -2.7240 1.1509 0.523 -0.980 0.174
H -4.4742 -2.8346 -1.4924 -0.714 0.328 0.400
H -2.8211 -3.1996 -1.0411 -0.718 0.842 -0.054
H -3.1041 -1.9672 -2.2176 -0.411 0.197 0.211
H -5.9440 -1.1661 -1.0996 0.065 0.202 -0.123
H -7.0833 0.8933 -1.7239 0.388 0.450 -0.007
H -5.8241 3.1685 -1.3827 -0.920 0.512 -0.026
H -3.8505 3.1526 0.1434 0.217 0.933 -0.298
H -4.0372 1.6795 2.5607 -0.384 -0.350 -0.152
H -3.5299 2.8467 4.5737 -0.417 0.174 0.748
H -1.2819 3.8803 4.9400 0.069 0.332 0.256
H 0.2932 3.9649 2.9305 -0.261 -0.330 0.738
H 1.8813 3.4994 1.4380 0.059 -0.104 -0.060
H 2.0374 2.1209 0.3029 0.410 0.178 0.101
H 1.5604 1.8376 1.9837 -0.001 -0.138 0.204
H -0.2356 4.4746 -0.2032 0.017 0.178 0.274
H -1.2914 3.1601 -0.7893 0.697 0.061 0.512
H 0.3632 3.2842 -1.3261 0.367 -0.402 0.285
N 0.9841 -3.1002 3.3961 -1.186 -1.163 1.675
C 0.7678 -2.2820 2.3716 0.699 1.570 -2.047
S -0.4860 -1.0876 2.5066 0.160 -0.307 0.289
N 1.6725 -2.3888 1.3869 -0.152 -1.181 1.798
N 1.7659 -1.4562 0.4430 1.329 0.937 0.206
C 2.9739 -1.1103 0.0447 -2.417 -1.333 0.871
C 4.1399 -1.7315 0.6595 1.564 1.329 -0.227
C 4.1593 -3.0959 0.8694 0.902 0.521 -0.046
C 5.2288 -3.6493 1.5434 -0.357 -1.693 0.455
C 6.3341 -2.9260 1.9511 -1.320 1.517 -1.374
C 6.3722 -1.5533 1.6298 -0.235 -0.698 0.213
C 5.2641 -0.9381 1.0173 0.306 -0.339 0.886
C 3.0042 -0.1767 -1.0475 0.849 1.499 -1.843
C 4.2414 0.1990 -1.6009 -1.554 0.096 -0.968
C 4.2942 1.0715 -2.7006 -0.356 -1.297 0.883
C 3.1019 1.5560 -3.1961 0.488 0.602 0.138
C 1.9136 1.1465 -2.6133 0.047 -0.520 0.219
N 1.8473 0.2866 -1.5876 0.421 0.239 0.363
H 0.2007 -3.2580 4.0463 0.841 0.243 -0.627
H 1.6846 -3.8193 3.3325 0.071 0.054 -0.232
H 3.3816 -3.6909 0.4567 -0.422 -0.418 0.075
H 5.1099 -4.7232 1.7826 0.530 0.597 -0.193
H 7.1586 -3.3901 2.4017 0.937 -0.563 0.697
H 7.2960 -1.0471 1.9102 -0.460 0.402 -0.185
H 5.2669 0.1657 0.9266 -0.135 -0.877 -0.185
H 5.0486 -0.3945 -1.2888 1.291 -0.096 0.291
H 5.2314 1.2120 -3.2106 0.177 0.370 0.000
H 3.1357 2.2799 -3.9982 -0.392 -0.199 -0.179
H 0.9722 1.4560 -3.0317 -0.341 0.109 -0.017
S -1.7603 0.1794 -2.9902 0.375 0.746 1.363
C -0.6456 -0.7677 -3.8877 -0.285 -2.213 0.311
C -0.1274 -0.1288 -5.0337 2.899 1.551 -2.951
N 0.5475 0.4453 -5.8260 -2.342 -1.575 2.172
C -0.2968 -2.1094 -3.6147 -0.154 1.808 -0.733
S -0.1717 -2.9101 -2.1172 -0.207 -0.043 1.388
C 0.0329 -2.9223 -4.7259 1.324 -0.709 -3.554
N 0.3037 -3.4308 -5.7556 -0.723 0.839 2.678